# 1
A 3-piece molecular cluster, C35H65BBr2F3N4O6 overall at a distorted geometry. Source: the Open Molecules 2025 dataset; level of theory: the ωB97M-V functional and the def2-TZVPD basis.

Charge: +1
LUMO in eV: -2.70
Energy above the lowest of the compared OMol25 structures with the same formula, charge and spin in eV: 0.000
Strongest force on any atom in eV/Å: 1.93
Highest occupied orbital energy in eV: -11.04

Cartesian coordinates (Å):
C 1.485 -5.225 -1.696
C 0.176 -4.641 -2.313
B 0.461 -3.142 -2.661
O 1.037 -2.933 -3.885
N 0.035 -1.900 -1.795
C -0.394 -2.550 -0.479
C -0.587 -1.688 0.760
C -0.957 -2.526 1.994
N -1.589 -3.801 1.914
O -0.695 -2.037 3.035
C 1.232 -1.057 -1.396
C 2.416 -1.053 -2.349
O 3.279 -2.161 -2.084
C 4.263 -1.898 -1.098
C 0.818 0.358 -1.029
C 1.917 1.157 -0.326
C 1.412 1.921 0.899
N 2.278 3.086 1.121
O 0.343 1.025 -2.176
C -0.446 0.262 -3.092
C 0.323 0.171 -4.429
C -0.450 0.771 -5.645
N -0.186 0.067 -6.905
C -1.048 -1.082 -2.518
C -1.645 -1.784 -3.739
C -2.520 -3.044 -3.522
C -3.919 -2.942 -4.072
C -4.224 -2.276 -5.258
C -5.532 -2.214 -5.745
C -6.577 -2.821 -5.050
C -6.276 -3.514 -3.880
C -4.967 -3.575 -3.393
C -2.250 -0.529 -1.686
C -3.338 -1.390 -1.013
C -4.314 -0.465 -0.238
F -4.455 0.739 -0.820
Br -6.065 -1.355 -0.308
C -3.921 -0.245 1.245
F -3.568 -1.397 1.813
F -2.905 0.629 1.290
Br -5.340 0.549 2.348
H 2.221 -5.266 -2.497
H 1.926 -4.593 -0.929
H 1.346 -6.247 -1.367
H -0.675 -4.850 -1.667
H -0.002 -5.222 -3.210
H 1.978 -3.169 -3.832
H -1.287 -3.127 -0.655
H 0.424 -3.207 -0.205
H 0.340 -1.221 1.072
H -1.323 -0.900 0.702
H -2.562 -3.713 1.641
H -1.121 -4.439 1.281
H 1.670 -1.469 -0.492
H 2.189 -1.104 -3.403
H 3.003 -0.143 -2.247
H 4.967 -1.145 -1.450
H 4.821 -2.818 -0.960
H 3.838 -1.638 -0.128
H 0.020 0.355 -0.286
H 2.235 1.909 -1.048
H 2.797 0.557 -0.115
H 1.436 1.285 1.780
H 0.400 2.271 0.692
H 1.908 3.908 0.668
H 2.386 3.255 2.110
H -1.284 0.908 -3.327
H 1.220 0.774 -4.323
H 0.652 -0.820 -4.722
H -0.080 1.781 -5.787
H -1.518 0.795 -5.449
H 0.801 -0.153 -6.976
H -0.639 -0.841 -6.856
H -0.950 -2.009 -4.539
H -2.291 -1.040 -4.195
H -2.050 -3.878 -4.046
H -2.560 -3.378 -2.488
H -3.451 -1.784 -5.835
H -5.729 -1.676 -6.658
H -7.600 -2.772 -5.383
H -7.054 -4.017 -3.327
H -4.793 -4.132 -2.482
H -2.827 0.026 -2.416
H -1.959 0.252 -0.988
H -3.030 -2.135 -0.286
H -3.985 -1.898 -1.712
C 0.036 0.940 4.527
C 1.180 0.038 4.958
O 2.447 0.459 4.475
C 2.873 1.747 4.883
C 3.003 1.917 6.386
H 0.004 1.013 3.437
H -0.917 0.541 4.876
H 0.138 1.952 4.924
H 1.025 -0.958 4.547
H 1.200 -0.076 6.047
H 2.212 2.517 4.464
H 3.850 1.891 4.419
H 2.048 1.797 6.898
H 3.380 2.914 6.618
H 3.692 1.180 6.798
C 3.614 8.195 6.987
C 3.661 8.043 5.476
O 4.140 6.783 5.036
C 3.396 5.655 5.449
C 1.951 5.656 4.978
H 4.602 8.024 7.418
H 3.287 9.200 7.252
H 2.924 7.488 7.449
H 4.353 8.775 5.060
H 2.681 8.254 5.035
H 3.450 5.539 6.538
H 3.910 4.793 5.020
H 1.386 6.494 5.389
H 1.453 4.736 5.289
H 1.905 5.730 3.890

# 2
C41H60AsFeN2PSSi4 as an isolated structure. Source: the Open Molecules 2025 dataset; level of theory: the ωB97M-V functional and the def2-TZVPD basis.

2S+1: 5
Charge: -2
Expectation value of S²: 6.06
LUMO (spin up / spin down) in eV: 4.34 / 4.34
Energy above the lowest of the compared OMol25 structures with the same formula, charge and spin in eV: 0.732
Strongest force on any atom in eV/Å: 0.91
Highest occupied orbital energy (spin up / spin down) in eV: 0.13 / -1.01

Cartesian coordinates (Å):
Fe 1.322 0.276 0.413
C 2.151 4.072 0.557
C 1.090 4.489 1.525
C 0.722 5.830 1.579
C -0.268 6.290 2.434
C -0.907 5.390 3.272
C -0.543 4.049 3.235
C 0.441 3.577 2.370
P 0.918 1.785 2.354
C -0.172 1.104 3.680
C 0.365 0.569 4.849
C -0.442 -0.043 5.793
C -1.811 -0.128 5.571
C -2.347 0.385 4.401
C -1.545 0.988 3.436
C -2.201 1.470 2.171
C 2.580 1.891 3.068
C 2.852 2.500 4.291
C 4.108 2.467 4.863
C 5.124 1.793 4.165
C 4.899 1.247 2.929
C 3.628 1.324 2.281
C 3.447 0.804 0.974
H 2.562 4.949 0.057
H 1.734 3.409 -0.217
H 2.962 3.543 1.054
H 1.227 6.522 0.916
H -0.536 7.340 2.439
H -1.680 5.714 3.959
H -1.038 3.361 3.908
H 1.433 0.612 5.012
H 0.005 -0.461 6.687
H -2.458 -0.604 6.299
H -3.411 0.301 4.207
H -1.537 2.021 1.504
H -2.566 0.621 1.593
H -3.055 2.108 2.406
H 2.037 2.985 4.820
H 4.293 2.923 5.825
H 6.117 1.725 4.597
H 5.711 0.773 2.389
H 4.334 0.411 0.489
H 2.915 1.458 0.266
C 3.982 -2.244 1.125
Si 2.116 -1.846 1.242
C 1.796 -2.052 3.116
C 1.491 -3.506 0.468
C 1.817 -4.799 0.866
C 1.563 -5.897 0.059
C 1.004 -5.695 -1.195
C 0.660 -4.413 -1.595
C 0.852 -3.310 -0.771
Si 0.331 -1.464 -1.058
C -1.126 -1.437 0.227
C 1.874 -0.954 -2.114
H 4.135 -3.271 1.462
H 4.578 -1.578 1.746
H 4.351 -2.169 0.103
H 2.068 -3.062 3.429
H 0.749 -1.885 3.369
H 2.393 -1.348 3.698
H 2.303 -4.957 1.825
H 1.821 -6.898 0.392
H 0.829 -6.535 -1.861
H 0.233 -4.285 -2.578
H -2.093 -1.197 -0.207
H -0.958 -0.748 1.059
H -1.149 -2.449 0.631
H 1.688 -1.114 -3.180
H 2.661 -1.630 -1.783
H 2.222 0.076 -2.003
C -1.022 4.394 -1.705
N -0.145 3.684 -2.591
C -0.203 3.805 -3.969
C 0.362 2.726 -4.532
N 0.836 1.888 -3.525
C 0.458 2.436 -2.259
S -0.321 1.398 -1.068
H -1.504 5.197 -2.266
H -0.479 4.830 -0.867
H -1.796 3.734 -1.297
H -0.613 4.682 -4.438
H 0.515 2.513 -5.573
H 0.715 0.886 -3.621
C -4.556 -2.256 -2.064
Si -3.473 -0.849 -2.719
C -4.251 -0.229 -4.333
C -3.761 0.554 -1.496
As -1.244 -1.408 -3.201
Si -1.782 -3.468 -4.174
C -0.258 -4.025 -5.151
C -2.368 -4.890 -3.063
C -3.125 -3.368 -5.505
H -5.597 -1.919 -2.068
H -4.274 -2.487 -1.037
H -4.497 -3.178 -2.634
H -5.339 -0.322 -4.298
H -3.885 -0.741 -5.218
H -4.001 0.827 -4.442
H -4.653 1.096 -1.826
H -2.922 1.241 -1.434
H -3.946 0.175 -0.492
H 0.682 -3.870 -4.627
H -0.213 -3.444 -6.073
H -0.334 -5.084 -5.412
H -2.044 -4.798 -2.031
H -1.983 -5.836 -3.454
H -3.456 -4.947 -3.070
H -2.838 -2.700 -6.315
H -4.096 -3.049 -5.136
H -3.233 -4.378 -5.912

# 3
A 2-piece molecular cluster, C4H9P overall at a distorted geometry. Source: the Open Molecules 2025 dataset; level of theory: the ωB97M-V functional and the def2-TZVPD basis.

Charge: 0
LUMO in eV: -0.27
Energy above the lowest of the compared OMol25 structures with the same formula, charge and spin in eV: 3.820
Strongest force on any atom in eV/Å: 4.81
Highest occupied orbital energy in eV: -9.16

Cartesian coordinates (Å):
C 0.856 -0.159 -1.034
C 0.515 -0.685 0.049
C 1.623 -1.019 -1.954
C -1.364 0.157 2.078
P -2.185 1.802 1.779
H 0.597 0.875 -1.407
H -1.553 -0.392 1.188
H 1.951 -1.873 -1.322
H 2.530 -0.469 -2.337
H 1.003 -1.508 -2.744
H -0.344 0.185 2.453
H -2.067 -0.364 2.740
H -1.128 2.126 0.934
H -1.806 2.624 2.872

# 4
One molecule with the formula C4H10N4 at a distorted geometry. Source: the Open Molecules 2025 dataset; level of theory: the ωB97M-V functional and the def2-TZVPD basis.

Charge: 0
LUMO (spin up / spin down) in eV: 1.06 / 1.06
Energy above the lowest of the compared OMol25 structures with the same formula, charge and spin in eV: 3.730
Strongest force on any atom in eV/Å: 2.00
Highest occupied orbital energy (spin up / spin down) in eV: -7.20 / -7.20

Cartesian coordinates (Å):
C -0.140 -2.346 -0.253
C -0.475 -0.970 -0.753
N -1.911 0.953 -0.115
C -0.966 0.086 0.088
H -2.457 0.713 -0.943
H -0.838 -0.946 -1.782
H -1.024 -2.996 -0.267
H 0.266 -2.334 0.760
H 0.611 -2.818 -0.895
N 1.504 1.141 -0.882
N 0.283 1.838 1.338
C 0.232 0.450 0.959
N 1.162 0.061 -0.162
H 1.418 2.055 -0.427
H 2.229 0.994 -1.572
H 0.105 1.985 2.324
H -0.394 2.371 0.792
H 0.394 -0.234 1.791

# 5
C6H15Cl2N2O5PSbSe4TcTe as an isolated structure at a distorted geometry. Source: the Open Molecules 2025 dataset; level of theory: the ωB97M-V functional and the def2-TZVPD basis.

Charge: +2
LUMO (spin up / spin down) in eV: -7.54 / -7.54
Energy above the lowest of the compared OMol25 structures with the same formula, charge and spin in eV: 0.544
Strongest force on any atom in eV/Å: 1.42
Highest occupied orbital energy (spin up / spin down) in eV: -13.26 / -13.26

Cartesian coordinates (Å):
Tc -1.079 1.937 -0.784
N 0.570 2.786 0.421
N 0.479 2.078 1.644
C -0.640 1.376 1.871
O -0.596 0.505 2.841
O -1.649 1.516 1.146
H 1.442 2.539 -0.038
H 0.568 3.785 0.604
H 1.289 1.962 2.234
Cl 2.499 1.172 -2.012
C 1.479 1.764 -3.320
Cl -0.284 1.678 -2.957
H 1.643 1.123 -4.178
H 1.727 2.797 -3.540
Se -5.717 5.076 -0.816
Sb -5.078 6.213 1.525
Se -4.469 3.168 -0.878
Se -2.283 3.906 -1.039
Se -3.058 5.108 2.051
C 2.926 -2.371 2.343
C 1.505 -2.572 1.873
O 1.137 -1.437 1.030
P -0.308 -1.242 0.430
O -0.196 -0.036 -0.455
Te -1.810 -1.117 2.413
O -0.760 -2.541 -0.322
C -0.075 -2.881 -1.582
C -0.417 -4.301 -1.952
H 3.213 -3.210 2.975
H 3.015 -1.452 2.921
H 3.610 -2.328 1.497
H 0.819 -2.622 2.720
H 1.401 -3.484 1.285
H 1.000 -2.749 -1.442
H -0.416 -2.181 -2.345
H -0.080 -4.999 -1.187
H 0.084 -4.546 -2.888
H -1.490 -4.419 -2.088

# 6
One molecule with the formula C5H10N2 at a distorted geometry. Source: the Open Molecules 2025 dataset; level of theory: the ωB97M-V functional and the def2-TZVPD basis.

Charge: 0
SMILES: C1N[C@@H]2CN[C@H]1C2
LUMO in eV: 1.01
Energy above the lowest of the compared OMol25 structures with the same formula, charge and spin in eV: 3.298
Strongest force on any atom in eV/Å: 6.76
Highest occupied orbital energy in eV: -8.41

Cartesian coordinates (Å):
C 0.410 -1.309 0.838
N -0.518 -1.372 -0.327
C -0.897 0.090 -0.631
C 0.263 0.887 -1.276
N 1.438 0.734 -0.121
C 0.525 0.122 1.004
C -0.880 0.579 0.688
H 1.392 -1.873 0.640
H -0.146 -1.921 1.621
H -0.288 -1.916 -1.263
H -1.782 0.083 -1.417
H 0.464 0.547 -2.449
H -0.263 1.819 -1.196
H 1.727 1.683 0.067
H 1.084 0.457 1.939
H -1.098 1.616 0.740
H -1.430 -0.223 1.144

> Which of these has the lowest strongest force on any atom?

C41H60AsFeN2PSSi4